No. 1
Molecular formula: C3H9NO2
Method: DFT, ωB97M-V/def2-TZVPD

The energy above the lowest of the compared OMol25 structures with the same formula, charge and spin is 214.78 kJ/mol. The HOMO-LUMO gap comes out at 9.9 eV. As for the structure (SMILES): CC(=O)O.CN. The HOMO energy comes out at -9.4 eV. As for the calculated total energy: -324.89081 Eh.

Each line ends with the Mulliken charge.
Element x y z (Å)
C 0.00781 -2.27250 1.41294  -0.9116
C -1.33378 -1.62573 1.09767  0.7924
O -2.16330 -1.41966 1.96798  -0.5535
O -1.55290 -1.23185 -0.13098  -0.4938
H 0.25053 -3.24369 0.92177  0.2868
H 0.17388 -2.36042 2.48726  0.2765
H 0.82506 -1.58798 1.01530  0.2348
H -0.62333 -1.08111 -0.72958  0.3521
C 0.50942 2.18641 -0.55069  -0.6207
N 0.59214 1.80238 -1.95097  -0.5232
H 1.19950 1.68956 0.16243  0.2530
H -0.62408 2.11179 -0.38358  0.2107
H 0.82489 3.18200 -0.31976  0.3043
H 1.40096 1.34138 -2.41153  0.2115
H 0.51321 2.50944 -2.58827  0.1806


No. 2
Molecular formula: C3H9NO2
Method: DFT, ωB97M-V/def2-TZVPD

The energy above the lowest of the compared OMol25 structures with the same formula, charge and spin is 66.78 kJ/mol. The HOMO-LUMO gap comes out at 10.7 eV. As for the structure (SMILES): O=CO.CCN. The HOMO energy comes out at -10.0 eV. As for the calculated total energy: -324.94718 Eh.

Each line ends with the Mulliken charge.
Element x y z (Å)
O -1.12826 2.80334 0.48106  -0.4963
C -0.67535 1.80924 -0.00700  0.1916
O -1.35097 0.67436 -0.15178  -0.4880
H 0.36403 1.72337 -0.30783  0.2863
H -0.77320 -0.01424 -0.56812  0.5206
C 1.57855 -1.37792 0.99418  -1.0192
C 0.74746 -2.09908 -0.03731  -0.3397
N 0.42675 -1.18534 -1.15396  -0.6322
H 1.07809 -0.47129 1.30871  0.2464
H 1.72995 -2.00014 1.87124  0.3379
H 2.54163 -1.10240 0.58413  0.3245
H 1.22186 -3.01442 -0.37680  0.3490
H -0.20876 -2.37988 0.40162  0.2747
H 1.29261 -0.80694 -1.51484  0.2270
H 0.08657 -1.74874 -1.92742  0.2176


No. 3
Molecular formula: C3H9NO2
Method: DFT, ωB97M-V/def2-TZVPD

The energy above the lowest of the compared OMol25 structures with the same formula, charge and spin is 289.57 kJ/mol. The HOMO-LUMO gap comes out at 9.8 eV. As for the structure (SMILES): C=CO.NCO. The HOMO energy comes out at -9.0 eV. As for the calculated total energy: -324.86232 Eh.

Each line ends with the Mulliken charge.
Element x y z (Å)
C -0.29555 2.78206 -1.39593  -0.5813
C -0.22104 1.51643 -1.83061  0.0113
O 0.83313 0.94268 -2.47988  -0.5296
H -0.97838 3.00000 -0.58674  0.2205
H 0.15288 3.66260 -1.83923  0.2513
H -1.08066 0.87335 -1.69759  0.3031
H 1.43555 0.50992 -1.88261  0.3252
N -0.46374 -1.17007 2.13583  -0.5597
C 0.02707 -2.08766 1.15958  -0.1032
O 1.10023 -1.45450 0.40710  -0.5590
H -1.38856 -0.76227 1.97829  0.2172
H -0.61128 -1.56106 3.06355  0.2336
H 0.53018 -2.95164 1.59398  0.2710
H -0.63540 -2.38320 0.35543  0.2151
H 1.59557 -0.91664 1.01884  0.2846


No. 4
Molecular formula: C3H9NO2
Method: DFT, ωB97M-V/def2-TZVPD

The energy above the lowest of the compared OMol25 structures with the same formula, charge and spin is 665.14 kJ/mol. The HOMO-LUMO gap comes out at 3.5 eV. The HOMO energy comes out at -7.6 eV. As for the calculated total energy: -324.71927 Eh.

Each line ends with the Mulliken charge.
Element x y z (Å)
C 0.25341 0.51338 0.63304  -0.7983
C -1.16554 0.84436 0.76317  0.1398
C -2.10405 0.69519 -0.30550  -0.1023
N -3.36568 0.84490 -0.19455  -0.4785
O 2.83747 -0.09490 0.15259  -0.7923
H 0.53221 -0.02791 1.52581  0.3759
H 0.31959 -0.05780 -0.29447  0.2582
H 0.83432 1.45919 0.56683  0.3285
H -1.63972 0.41052 -1.26975  0.3693
H -1.68895 1.12364 1.68238  0.3580
H 2.58874 -2.72474 -1.19426  0.2196
H -3.83954 0.60968 -1.06758  0.3046
H 3.80701 -0.06665 0.18641  0.2253
H 2.51559 -1.12994 -0.38077  0.4166
O 1.97379 -2.11412 -0.77639  -0.8246


No. 5
Molecular formula: C3H9NO2
Method: DFT, ωB97M-V/def2-TZVPD

The energy above the lowest of the compared OMol25 structures with the same formula, charge and spin is 231.33 kJ/mol. The HOMO-LUMO gap comes out at 10.8 eV. As for the structure (SMILES): CCNC=O.O. The HOMO energy comes out at -9.9 eV. As for the calculated total energy: -324.88450 Eh.

Each line ends with the Mulliken charge.
Element x y z (Å)
C 2.03637 -1.52676 -0.91951  -0.9642
C 1.98729 -0.29317 -0.05918  -0.4094
N 0.63993 0.22881 -0.10936  -0.1636
C -0.22380 0.14216 0.97153  0.0531
O -1.39061 0.51984 1.15983  -0.5279
H 2.78831 -1.55773 -1.60490  0.3520
H 0.94795 -1.68393 -1.44295  0.2721
H 2.12225 -2.46509 -0.24933  0.2325
H 2.34173 -0.40933 1.04783  0.3405
H 2.67403 0.47159 -0.37075  0.3673
H 0.51150 0.85348 -0.86800  0.2035
H 0.11330 -0.74920 1.52444  0.2439
O -4.79594 2.12801 -0.09556  -0.5652
H -4.49039 2.70414 0.50086  0.2755
H -5.26193 1.63719 0.51506  0.2899


No. 6
Molecular formula: C3H9NO2
Method: DFT, ωB97M-V/def2-TZVPD

The energy above the lowest of the compared OMol25 structures with the same formula, charge and spin is 241.18 kJ/mol. The HOMO-LUMO gap comes out at 9.9 eV. As for the structure (SMILES): CC(=O)O.CN. The HOMO energy comes out at -9.4 eV. As for the calculated total energy: -324.88075 Eh.

Each line ends with the Mulliken charge.
Element x y z (Å)
C -1.97399 -0.57109 -1.13737  -0.7329
C -1.04539 -1.38675 -1.79866  0.6611
O -0.86646 -2.57294 -1.64167  -0.5791
O -0.12396 -0.67667 -2.43456  -0.4891
H -2.98292 -0.94219 -1.45657  0.2631
H -2.01116 0.51229 -1.20943  0.2984
H -1.90561 -0.90080 -0.03581  0.1997
H 0.51064 -1.33093 -3.03149  0.3718
C 2.02439 1.21929 1.88677  -0.8433
N 0.70355 0.93318 2.31295  -0.6012
H 2.62833 0.29980 1.85118  0.3056
H 2.43968 2.06135 2.24114  0.3809
H 2.22426 1.37433 0.79267  0.2557
H 0.14342 1.77241 1.81617  0.2390
H 0.23521 0.20871 1.84469  0.2703


No. 7
Molecular formula: C3H9NO2
Method: DFT, ωB97M-V/def2-TZVPD

The energy above the lowest of the compared OMol25 structures with the same formula, charge and spin is 289.84 kJ/mol. The HOMO-LUMO gap comes out at 9.6 eV. As for the structure (SMILES): CC(=O)O.CN. The HOMO energy comes out at -9.3 eV. As for the calculated total energy: -324.86222 Eh.

Each line ends with the Mulliken charge.
Element x y z (Å)
C -0.27094 -2.23608 0.67706  -0.8009
C -0.96254 -0.88227 0.69997  0.6982
O -2.15236 -0.77038 0.61901  -0.5677
O -0.20526 0.09959 1.01048  -0.4814
H -1.09159 -3.10020 0.71176  0.2641
H 0.24835 -2.37577 -0.34352  0.2359
H 0.46554 -2.43875 1.55056  0.2646
H -0.90928 0.80545 1.55537  0.3809
C 0.96812 2.08187 -1.59031  -0.4615
N 2.19814 1.54629 -1.11217  -0.6163
H 0.95590 1.78626 -2.82759  0.2208
H 0.16095 1.31134 -1.28995  0.0974
H 0.70462 3.13785 -1.35155  0.2270
H 2.00583 0.92826 -0.22074  0.2569
H 2.52585 0.70675 -1.75537  0.2822


No. 8
Molecular formula: C3H9NO2
Method: DFT, ωB97M-V/def2-TZVPD

The energy above the lowest of the compared OMol25 structures with the same formula, charge and spin is 112.25 kJ/mol. The HOMO-LUMO gap comes out at 10.6 eV. As for the structure (SMILES): CC(N)=O.CO. The HOMO energy comes out at -9.9 eV. As for the calculated total energy: -324.92986 Eh.

Each line ends with the Mulliken charge.
Element x y z (Å)
C 0.80783 -1.02328 -0.83821  -0.8641
C 0.99290 -0.00998 -1.89296  0.6291
N 1.50618 1.19899 -1.46277  -0.3933
O 0.73372 -0.16284 -3.07221  -0.6087
H 1.01575 -0.68473 0.17667  0.2289
H 1.49526 -1.86911 -0.91486  0.2998
H -0.20359 -1.42188 -0.85923  0.2631
H 1.55550 1.95057 -2.12682  0.2269
H 1.50067 1.48330 -0.48648  0.2175
C -1.51348 0.39363 1.64910  -0.2862
O -2.01745 -0.84411 2.16475  -0.5174
H -0.48185 0.19731 1.35479  -0.0202
H -1.53013 1.08433 2.48851  0.3380
H -2.05741 0.69263 0.76026  0.2060
H -1.80390 -0.98483 3.05946  0.2806